A single C13H14NO2P molecule in a non-equilibrium geometry. Source: the OMol25 dataset; level of theory: ωB97M-V with the def2-TZVPD basis set.

```
31
Properties=species:S:1:pos:R:3:forces:R:3
C 4.958520 2.061601 -1.316836 3.002 -0.118 -0.806
O 4.212114 0.999271 -1.731484 -3.081 -1.729 0.970
C 2.919005 0.837412 -1.164746 1.423 -3.246 -2.263
C 2.334450 1.573408 -0.185431 0.535 3.278 1.346
C 1.071062 1.366277 0.292526 1.184 -0.965 -2.060
C 0.414642 0.221852 -0.214296 -1.319 2.662 2.158
C -0.861239 -0.019101 0.294174 -1.327 -2.632 0.441
C -1.366408 -1.297723 0.056026 -1.793 -0.101 0.684
C -0.741621 -2.272591 -0.727451 4.621 2.976 -0.726
N 0.484001 -1.905910 -1.236020 -1.786 -1.850 -0.798
C 1.023538 -0.682040 -1.054257 0.170 -0.622 0.184
C 2.282178 -0.318961 -1.577668 -1.193 1.592 1.626
P -2.801405 -1.639699 1.107509 0.345 -2.131 2.006
C -4.279069 -1.676528 0.245587 -3.374 -0.610 -1.309
O -2.818039 -2.882268 1.957569 0.932 0.752 -0.476
C -2.728934 -0.122855 2.045826 0.195 1.371 -1.397
C -1.746919 0.809877 1.235705 0.801 0.152 0.098
H 4.651474 2.890817 -1.889990 -0.371 1.726 -0.088
H 6.001940 1.826832 -1.698240 -1.012 0.330 0.607
H 5.043801 2.218784 -0.251192 -0.293 0.112 0.346
H 2.922406 2.448906 0.092658 -0.418 0.007 0.431
H 0.562007 2.056504 0.905308 -0.204 0.569 0.732
H -0.975352 -3.294473 -0.919068 -0.680 -0.404 0.183
H 2.700722 -0.961387 -2.230610 1.603 -1.983 -2.117
H -4.360340 -0.741854 -0.328350 -0.130 -0.596 -0.697
H -5.204768 -1.627787 0.940153 1.759 -0.337 -0.770
H -4.333632 -2.697650 -0.317951 -0.011 2.176 0.575
H -3.703000 0.402247 2.141268 0.575 -0.656 0.330
H -2.318313 -0.506039 2.979830 0.012 0.648 0.246
H -2.223642 1.589120 0.601165 -0.176 -0.528 0.584
H -1.119179 1.343956 1.948286 0.014 0.157 -0.041
```
Forces are in eV/Å.

Computed properties:
DFT total energy: -1050.34085 hartree
Kohn-Sham gap: 8.3381 eV
SMILES string: COc1ccc2c3c(cnc2c1)[P@@](C)(=O)CC3
ΔE to the lowest compared entry with this formula, charge and spin: 0.0 kcal per mole
net charge: 0